Entry 1:
DFT (ωB97M-V with the def2-TZVPD basis set) results for 2 unconnected molecules or ions with the total composition C4H8O3.

```
! wB97M-V def2-TZVPD RIJCOSX def2/J DEFGRID3
* xyz 0 1
C 0.869 1.069 -2.152
C 1.108 -0.263 -1.434
C 0.351 -0.362 -0.149
O -0.557 -1.134 0.033
H -0.184 1.164 -2.416
H 1.445 1.121 -3.074
H 1.166 1.924 -1.544
H 0.867 -1.102 -2.084
H 2.168 -0.329 -1.163
H 0.697 0.319 0.648
O -2.399 0.105 3.873
C -1.831 -0.208 2.874
O -0.943 -1.199 2.811
H -2.038 0.266 1.901
H -0.719 -1.373 1.876
*
```

The SMILES is CCC=O.O=CO.

=====

Entry 2:
DFT (ωB97M-V with the def2-TZVPD basis set) results for a molecular structure, C24H42LaNP3S in a non-equilibrium geometry.

```
! wB97M-V def2-TZVPD RIJCOSX def2/J DEFGRID3
* xyz 3 1
La -1.748 -0.123 -1.012
P 1.643 0.967 0.752
P 1.048 -0.307 -2.415
P -1.495 -0.141 2.263
H -4.239 -3.451 -0.917
C -4.318 -2.591 -0.169
C -4.336 -1.192 -0.372
H -4.546 -0.941 -1.478
C 2.919 -0.096 1.575
C 2.819 1.956 -0.304
C 1.502 2.284 2.068
C -0.006 -0.910 -3.912
C 2.350 0.675 -3.352
C 2.165 -1.727 -1.951
C -3.078 -0.974 2.730
C -1.790 1.378 3.258
C -0.316 -0.989 3.405
H -4.357 -2.895 0.908
H -4.464 -0.442 0.496
H 3.807 0.503 1.817
H 3.203 -0.898 0.883
H 2.503 -0.526 2.495
H 3.547 2.447 0.340
H 2.248 2.711 -0.848
H 3.331 1.289 -0.995
H 2.474 2.793 2.166
H 1.231 1.825 3.028
H 0.746 3.022 1.764
H 0.505 -0.615 -4.813
H -0.922 -0.293 -3.869
H -0.166 -1.980 -3.815
H 3.352 0.191 -3.301
H 2.423 1.674 -2.881
H 2.085 0.769 -4.414
H 2.321 -2.428 -2.779
H 1.734 -2.272 -1.101
H 3.147 -1.321 -1.665
H -3.024 -1.296 3.788
H -3.288 -1.862 2.110
H -3.900 -0.241 2.591
H -1.824 1.126 4.330
H -2.764 1.786 2.959
H -1.003 2.121 3.082
H -0.849 -1.387 4.286
H 0.459 -0.295 3.778
H 0.188 -1.830 2.905
C -0.989 -4.277 -0.614
C 0.161 -4.576 0.122
C 0.941 -5.676 -0.275
C 0.493 -6.468 -1.403
C -0.455 -5.915 -2.309
C -1.177 -4.742 -1.930
S -1.737 -2.812 0.138
H -0.661 -2.378 0.784
H 0.466 -3.915 0.934
H 1.796 -5.974 0.329
H 0.945 -7.496 -1.579
H -0.519 -6.330 -3.332
H -1.883 -4.291 -2.639
N -1.431 2.100 -0.377
C -0.674 2.996 -0.236
C -0.194 4.318 -0.202
C 0.786 4.785 -1.082
C 1.255 6.092 -0.964
C 0.737 6.908 0.040
C -0.334 6.510 0.845
C -0.767 5.191 0.742
H 1.140 4.118 -1.846
H 2.004 6.436 -1.673
H 1.177 7.882 0.182
H -0.818 7.193 1.546
H -1.577 4.829 1.387
*
```

=====

Entry 3:
DFT (ωB97M-V with the def2-TZVPD basis set) results for C6H7NS2 in the gas phase in a non-equilibrium geometry.

```
! wB97M-V def2-TZVPD RIJCOSX def2/J DEFGRID3
* xyz 0 3
C 1.926 0.076 0.835
C 2.628 -1.504 -0.903
C 0.937 -0.849 0.504
C 1.384 -1.688 -0.519
C -0.362 -0.766 1.203
C -1.195 0.663 -0.556
N -1.496 -0.434 0.329
S 3.352 -0.071 -0.164
S -2.775 -1.376 -0.024
H 1.960 0.978 1.456
H 3.298 -1.989 -1.570
H -0.618 -1.812 1.474
H -0.366 -0.066 1.957
H -0.620 1.297 0.048
H -0.407 0.428 -1.356
H -2.161 0.830 -1.055
*
```

=====

Entry 4:
DFT (ωB97M-V with the def2-TZVPD basis set) results for C5H13NO in the gas phase in a non-equilibrium geometry.

```
! wB97M-V def2-TZVPD RIJCOSX def2/J DEFGRID3
* xyz 0 1
C 0.349 2.794 -0.535
C 0.247 1.258 -0.777
C 1.698 0.743 -0.937
C -0.579 0.659 0.365
N -0.919 -0.752 0.101
C -0.079 -1.795 0.667
O -0.858 -2.880 1.053
H 0.224 3.421 -1.415
H -0.438 3.102 0.160
H 1.297 3.126 -0.108
H -0.225 1.034 -1.732
H 2.284 0.993 -0.052
H 1.669 -0.342 -1.064
H 2.195 1.175 -1.803
H -1.486 1.247 0.441
H 0.007 0.671 1.300
H -1.853 -0.899 0.475
H 0.637 -2.115 -0.097
H 0.492 -1.408 1.511
H -1.023 -3.447 0.288
*
```

The SMILES is CC(C)CNCO.

=====

Entry 5:
DFT (ωB97M-V with the def2-TZVPD basis set) results for a molecular structure, C3H4O3Pt in a non-equilibrium geometry.

```
! wB97M-V def2-TZVPD RIJCOSX def2/J DEFGRID3
* xyz -1 4
C -0.612 0.568 0.758
O 1.111 0.273 -1.491
C 0.114 1.025 -1.516
C -0.278 -0.840 1.130
O -0.912 0.788 -0.626
O -0.102 1.986 -2.281
H -1.534 0.890 1.280
H -0.629 -1.062 2.153
H 0.181 1.272 1.062
H 1.794 -3.014 -0.540
Pt 0.870 -1.886 0.072
*
```

=====

Entry 6:
DFT (ωB97M-V with the def2-TZVPD basis set) results for C4H6S in the gas phase in a non-equilibrium geometry.

```
! wB97M-V def2-TZVPD RIJCOSX def2/J DEFGRID3
* xyz 0 1
C 2.253 -0.731 -0.364
C 1.129 -0.637 0.430
C -0.099 0.293 0.579
C 0.324 1.724 -0.165
S -1.528 -0.577 -0.116
H 3.101 -1.558 -0.198
H -0.443 0.776 1.770
H 0.397 1.620 -1.310
H 1.212 2.086 0.274
H -0.475 2.518 -0.239
H -0.989 -0.098 -1.313
*
```

The SMILES is C#C[C@@H](C)S.

=====

Entry 7:
DFT (ωB97M-V with the def2-TZVPD basis set) results for C19H20ClN5O4S in the gas phase in a non-equilibrium geometry.

```
! wB97M-V def2-TZVPD RIJCOSX def2/J DEFGRID3
* xyz 0 1
N -2.578 1.290 3.549
C -2.196 0.901 2.288
N -2.105 1.827 1.371
C -1.645 1.223 0.194
C -1.498 -0.083 0.431
C -1.038 -0.890 -0.684
O -0.719 -2.042 -0.457
N -0.950 -0.369 -1.992
C -0.442 -1.222 -3.084
C 1.094 -0.979 -3.153
C 2.005 -2.055 -3.708
C 1.957 -1.824 -2.208
C -1.155 0.995 -2.157
O -1.168 1.444 -3.299
N -1.363 1.831 -1.027
C -1.403 3.248 -1.170
C 0.000 3.803 -0.893
C 1.066 3.751 -1.974
C 0.396 5.077 -1.630
N -1.816 -0.317 1.779
S -1.789 -1.793 2.740
O -2.274 -1.456 4.099
O -2.623 -2.846 2.166
C -0.058 -2.287 2.864
C 0.771 -1.567 3.727
C 2.107 -1.865 3.845
C 2.636 -2.961 3.145
Cl 4.395 -3.249 3.186
C 1.772 -3.752 2.342
C 0.424 -3.411 2.173
H -2.740 0.533 4.232
H -2.910 2.244 3.660
H -0.888 -0.928 -4.046
H -0.628 -2.297 -2.961
H 1.399 0.059 -3.331
H 1.625 -2.974 -4.179
H 2.932 -1.746 -4.184
H 1.521 -2.588 -1.579
H 2.852 -1.366 -1.793
H -2.132 3.658 -0.443
H -1.729 3.548 -2.168
H 0.201 3.757 0.176
H 2.099 3.622 -1.603
H 0.827 3.344 -2.968
H -0.344 5.483 -2.314
H 1.005 5.830 -1.101
H 0.372 -0.747 4.281
H 2.720 -1.248 4.503
H 2.202 -4.617 1.839
H -0.188 -3.990 1.516
*
```

The SMILES is Nc1nc2c(c(=O)n(CC3CC3)c(=O)n2CC2CC2)n1S(=O)(=O)c1ccc(Cl)cc1.

=====

Entry 8:
DFT (ωB97M-V with the def2-TZVPD basis set) results for C3H5FN4 in the gas phase in a non-equilibrium geometry.

```
! wB97M-V def2-TZVPD RIJCOSX def2/J DEFGRID3
* xyz 0 1
C -2.425 -0.155 0.213
C -0.214 -0.638 0.297
C 1.403 1.019 -0.290
N -2.073 1.018 -0.154
N -0.974 1.554 -0.191
N 0.096 0.588 0.025
N 0.571 -1.688 0.432
F -3.253 -1.048 -0.276
H 1.988 0.678 0.523
H 1.758 0.651 -1.253
H 1.296 2.168 -0.272
H 0.193 -2.600 0.431
H 1.633 -1.548 0.515
*
```

=====

Number 1: DFT total energy -382.92543 Eh. Number 2: DFT total energy -2447.25247 Eh. Number 3: DFT total energy -1083.78399 Eh. Number 4: DFT total energy -328.27533 Eh. Number 5: DFT total energy -461.61495 Eh. Number 6: DFT total energy -553.99368 Eh. Number 7: DFT total energy -2169.09959 Eh. Number 8: DFT total energy -436.00387 Eh.